The following is a DFT calculation (ωB97M-V with the def2-TZVPD basis set) of C36H72AlBrFO9 as an isolated structure.

For the total energy, the calculation gives -136285.7882 eV. For the highest occupied orbital energy, the calculation gives -4.616 eV. Its total charge is -1.

Structure (XYZ):
```
120
Properties=species:S:1:pos:R:3:forces:R:3:lowdin_charge:R:1
C 7.076629 1.369699 0.458796 -0.02 -0.35 -0.15 -0.11
C 6.768505 -0.126040 0.586312 -0.29 0.59 -0.08 -0.26
C 5.318686 -0.437811 0.978077 0.48 -0.57 -0.20 -0.22
C 4.867695 -1.744440 0.327761 0.01 0.29 0.40 -0.22
C 3.459441 -2.185960 0.741166 0.23 -0.40 0.01 -0.22
C 2.573389 -2.527226 -0.451294 -0.01 0.45 0.10 -0.31
C 1.960344 -1.281531 -1.111217 -0.40 0.00 -0.17 -0.26
Al 0.071767 -0.875977 -0.508373 0.64 -0.32 0.18 0.34
C -0.656540 0.876442 -1.313297 0.11 0.49 0.30 -0.25
C 0.213513 2.050109 -1.103469 2.68 -0.75 0.21 -0.79
O 1.416023 2.122612 -0.995791 -2.61 0.14 -0.34 0.00
Br -0.786966 3.822271 -1.020928 -0.12 0.28 0.06 0.51
C -0.157437 -0.817839 1.516023 -0.43 0.47 -0.64 -0.20
C -1.276451 0.134495 1.889956 0.20 -0.47 0.64 -0.47
C -1.851314 -0.036175 3.298387 -0.11 0.21 -0.13 -0.05
F -0.774230 1.448402 1.805233 -0.19 0.24 -0.22 -0.07
H 7.877944 1.518431 -0.260491 0.24 0.16 0.04 0.04
H 7.348391 1.834271 1.401711 -0.05 0.13 0.16 0.06
H 6.205045 1.873736 0.049201 -0.10 0.21 0.03 0.07
H 7.450526 -0.591493 1.294634 0.17 -0.17 0.01 0.10
H 6.944351 -0.556281 -0.392962 0.10 -0.29 -0.16 0.07
H 4.654785 0.369187 0.680300 -0.16 0.18 0.06 0.11
H 5.258672 -0.588912 2.054520 -0.22 0.33 0.24 0.11
H 5.607499 -2.487353 0.630486 0.03 -0.29 -0.10 0.11
H 4.951773 -1.661614 -0.753297 -0.07 0.08 -0.18 0.09
H 3.553964 -3.066751 1.379786 -0.04 -0.10 0.12 0.10
H 2.996776 -1.423099 1.365291 -0.18 0.19 -0.03 0.10
H 3.192005 -3.058380 -1.177240 0.06 -0.30 -0.02 0.09
H 1.791616 -3.215982 -0.136448 -0.13 -0.16 -0.03 0.08
H 2.624736 -0.418106 -1.034627 0.18 0.07 0.10 0.03
H 1.873246 -1.487263 -2.184064 -0.06 0.09 -0.17 0.03
H -0.866667 -2.071926 -1.094325 -0.26 0.10 0.01 -0.05
H -0.761515 0.747518 -2.391737 0.11 -0.08 -0.17 0.07
H -1.642999 1.119480 -0.928373 -0.18 0.00 -0.08 0.03
H 0.727271 -0.508896 2.069599 0.17 -0.14 0.20 0.06
H -0.468660 -1.814967 1.825524 0.16 -0.22 0.13 0.05
H -2.108728 0.059435 1.187824 -0.05 0.15 -0.25 0.11
H -2.915469 0.203071 3.314220 -0.13 0.03 0.07 0.06
H -1.364768 0.630875 4.004148 0.23 0.09 0.03 0.08
H -1.710806 -1.045836 3.660348 -0.03 -0.22 0.01 0.04
C -5.069697 4.669646 -4.646458 -0.11 -0.15 -0.05 -0.02
C -3.997277 3.624721 -4.823315 -0.03 0.04 0.10 -0.49
O -4.280791 2.488543 -5.129134 0.03 -0.10 -0.14 0.05
C -2.574621 4.044998 -4.569116 -0.02 -0.21 -0.07 -0.03
H -6.042533 4.223559 -4.843346 0.00 -0.01 0.01 0.08
H -5.051575 5.054426 -3.626047 0.06 0.16 -0.06 0.06
H -4.906854 5.501279 -5.333740 0.06 0.09 0.10 0.09
H -2.475442 4.400464 -3.542704 0.06 0.11 -0.03 0.04
H -2.284292 4.841721 -5.256551 -0.03 0.10 0.10 0.08
H -1.916379 3.191087 -4.708475 0.02 0.00 0.02 0.08
C -3.804269 -3.508398 4.805871 0.16 0.01 -0.06 -0.02
C -3.185695 -2.664431 5.897170 -0.10 -0.02 -0.08 -0.50
O -2.046430 -2.279660 5.818750 0.11 -0.01 0.14 0.07
C -4.065935 -2.322987 7.077015 0.17 0.13 -0.09 -0.03
H -3.073574 -3.676984 4.018477 0.01 0.01 0.00 0.08
H -4.125135 -4.469487 5.212188 -0.11 0.03 0.00 0.08
H -4.671566 -2.996987 4.384940 -0.07 -0.06 0.05 0.08
H -4.396066 -3.234895 7.573863 -0.10 -0.01 -0.02 0.07
H -4.940477 -1.765575 6.733613 -0.06 -0.10 0.01 0.08
H -3.509902 -1.719165 7.786977 0.02 -0.01 0.04 0.08
C -6.975014 5.336613 -1.050069 0.12 0.07 -0.11 -0.02
C -7.014035 6.739452 -1.605699 -0.01 -0.18 0.08 -0.50
O -6.123253 7.173499 -2.295908 0.04 0.10 -0.09 0.06
C -8.223763 7.576906 -1.259484 0.09 0.13 -0.11 -0.03
H -6.060421 4.841579 -1.365284 0.00 -0.02 0.01 0.08
H -7.006433 5.366112 0.040267 -0.10 -0.03 0.01 0.09
H -7.830421 4.763027 -1.410699 -0.03 -0.02 0.08 0.09
H -8.300992 7.691376 -0.177275 -0.08 -0.08 0.01 0.08
H -9.129859 7.092317 -1.626185 -0.03 -0.05 0.10 0.08
H -8.130385 8.558382 -1.718340 0.01 0.00 -0.01 0.08
C -5.338012 -4.457477 11.392682 0.15 -0.03 -0.09 -0.03
C -5.017928 -3.089740 10.836160 -0.07 0.00 0.04 -0.50
O -4.009561 -2.882446 10.207931 0.07 -0.01 0.02 0.07
C -6.023722 -1.994279 11.101059 0.13 0.09 -0.09 -0.02
H -4.541288 -5.150139 11.133262 0.01 0.01 -0.01 0.08
H -5.431134 -4.406916 12.478582 -0.11 0.00 0.00 0.08
H -6.279581 -4.820017 10.977041 -0.06 0.02 0.09 0.08
H -6.143898 -1.847939 12.175614 -0.10 -0.05 0.01 0.08
H -6.991051 -2.263374 10.673766 -0.04 -0.03 0.10 0.08
H -5.678079 -1.067676 10.649646 0.01 0.00 -0.01 0.08
C -6.043576 0.294995 -3.618595 -0.18 0.18 -0.02 -0.02
C -6.876730 0.710674 -2.433850 0.08 -0.08 -0.02 -0.50
O -7.460462 1.770719 -2.399005 -0.06 0.08 0.01 0.05
C -6.947736 -0.260708 -1.278767 -0.11 0.16 0.08 -0.03
H -6.060829 1.074731 -4.373013 0.05 0.02 -0.01 0.06
H -5.010441 0.132036 -3.308656 0.00 -0.11 -0.01 0.09
H -6.434973 -0.632043 -4.043174 0.08 -0.08 0.09 0.08
H -5.946944 -0.444342 -0.885357 0.02 -0.10 -0.06 0.09
H -7.370541 -1.208772 -1.614816 0.11 -0.06 -0.01 0.08
H -7.573141 0.152906 -0.490681 0.00 0.01 0.00 0.08
C 5.431132 0.670185 -3.342032 0.03 -0.08 0.13 0.00
C 6.407239 -0.442624 -3.627048 -0.16 0.23 0.09 -0.50
O 6.695085 -1.256318 -2.783814 0.20 -0.22 -0.05 0.06
C 7.010355 -0.488446 -5.012851 0.10 -0.15 0.06 -0.03
H 5.072176 0.586685 -2.318683 -0.03 -0.01 0.00 0.08
H 5.921686 1.636477 -3.474718 -0.03 0.01 -0.08 0.09
H 4.579544 0.607007 -4.021596 0.02 0.08 -0.04 0.09
H 7.555591 0.436344 -5.209163 -0.08 0.05 -0.04 0.08
H 6.222369 -0.598113 -5.759571 0.00 0.11 -0.03 0.08
H 7.693322 -1.332292 -5.084978 0.00 -0.01 0.01 0.08
C 11.022696 1.254523 -1.752390 -0.16 -0.02 0.06 -0.02
C 10.254733 2.126949 -2.716467 0.09 -0.07 0.06 -0.50
O 9.054786 2.225400 -2.655772 -0.15 0.04 -0.10 0.07
C 11.060420 2.867912 -3.759057 -0.17 0.05 -0.04 -0.03
H 10.329463 0.781072 -1.061300 -0.01 0.00 -0.01 0.08
H 11.567550 0.483087 -2.298967 0.09 0.05 0.01 0.08
H 11.737397 1.857564 -1.189744 0.09 -0.03 -0.06 0.08
H 11.607185 2.158724 -4.382567 0.10 0.01 0.05 0.08
H 11.776587 3.533500 -3.274757 0.09 -0.07 -0.02 0.08
H 10.392334 3.454914 -4.384596 -0.01 0.00 0.00 0.08
C 2.135204 -6.199902 -3.438494 0.02 0.05 0.14 -0.03
C 1.078154 -5.115600 -3.404642 0.02 -0.02 -0.10 -0.50
O 0.932024 -4.405717 -2.446808 -0.02 -0.05 0.09 0.08
C 0.215886 -4.965388 -4.639681 -0.06 0.12 0.08 -0.03
H 2.681402 -6.197778 -2.498328 0.00 0.02 0.01 0.08
H 1.668321 -7.176247 -3.583092 0.03 0.00 -0.10 0.08
H 2.832379 -6.018916 -4.258583 -0.04 -0.07 -0.06 0.08
H -0.328891 -5.891699 -4.832734 0.07 -0.03 -0.08 0.08
H 0.838047 -4.736375 -5.506954 0.00 -0.10 -0.04 0.08
H -0.493500 -4.156430 -4.483110 0.01 0.01 0.02 0.08
```
Forces are in eV/Å.

=====

The following is a DFT calculation (ωB97M-V with the def2-TZVPD basis set) of a 3-piece molecular cluster, C36H72BCl2N2O4 overall.

For the total energy, the calculation gives -75375.5080 eV. For the highest occupied orbital energy, the calculation gives -5.145 eV. Its total charge is -1.

Structure (XYZ):
```
117
Properties=species:S:1:pos:R:3:forces:R:3:lowdin_charge:R:1
C 2.518928 1.660492 4.367480 1.07 -0.12 0.66 -0.14
C 4.086146 1.340353 4.819901 -1.14 -0.68 -1.14 -0.24
C 4.570945 -0.008551 3.968093 0.77 0.26 1.07 -0.22
C 5.502740 0.383423 2.665383 -0.24 -0.81 0.12 -0.20
C 4.648197 1.141828 1.453897 0.99 -0.68 -0.26 -0.19
C 5.233447 2.646790 1.168900 -0.37 0.28 0.14 -0.22
C 4.340412 3.868598 1.810573 0.39 0.82 -1.57 -0.21
C 3.012464 4.155485 0.835010 0.76 0.27 0.76 -0.20
C 1.702773 4.532214 1.747635 -0.34 -0.54 -0.24 -0.21
C 0.576413 3.348877 1.604470 -0.44 0.01 -0.87 -0.21
C -0.976510 3.885988 1.500396 0.24 -0.57 -0.11 -0.20
C -1.827834 3.438747 2.849762 -1.05 1.48 -0.78 -0.20
C -3.233174 2.653649 2.417162 0.21 1.64 -0.73 -0.20
B -3.223766 1.046021 2.761802 -0.51 0.48 0.30 -0.73
C -2.952893 0.064945 1.454776 1.41 -1.16 -0.99 -0.16
C -1.381161 -0.045393 1.001829 3.00 0.13 -2.08 -0.10
C -0.173626 -0.791652 1.822096 0.86 1.88 -4.05 -0.02
C 1.355246 -0.821333 1.148934 -2.22 1.36 -1.83 -0.07
C 1.732578 -0.150131 -0.308575 -4.56 0.60 1.28 -0.05
C 0.524429 0.602778 -1.124154 -1.43 -1.15 3.13 -0.20
C 0.689518 1.355184 -2.596950 -0.63 -0.53 0.36 -0.14
C -0.985818 0.643700 -0.463024 2.73 -1.63 1.66 -0.01
C -4.629223 0.492407 3.460070 -0.31 -2.50 -0.55 -0.62
Cl -5.209676 1.558787 4.888949 0.30 -0.70 -1.17 0.45
C -5.815562 0.144263 2.371268 0.05 1.12 -0.06 -0.64
C -6.198835 1.374836 1.358035 0.23 0.76 -0.47 -0.16
Cl -7.381246 -0.194856 3.374794 0.72 -0.21 -0.96 0.41
H 2.583931 2.156200 3.309403 -0.57 -1.07 2.10 0.04
H 1.955943 0.629643 4.354230 0.87 2.21 -0.17 0.08
H 2.010547 2.374101 5.153474 0.90 -1.31 -1.74 0.09
H 4.750326 2.247100 4.492465 -1.07 -1.72 0.97 0.09
H 4.125462 1.114582 5.967115 0.10 0.60 -2.19 0.10
H 5.209286 -0.643143 4.752151 -1.17 1.17 -1.90 0.10
H 3.632656 -0.683119 3.686416 2.02 1.59 0.38 0.10
H 6.455875 1.020966 2.990937 -2.23 -1.22 -0.56 0.11
H 5.957495 -0.637189 2.245054 -0.99 2.14 0.84 0.09
H 3.485083 1.090201 1.634724 2.38 0.29 -0.27 0.10
H 4.850304 0.483928 0.483174 -0.56 1.57 1.98 0.08
H 6.320912 2.755256 1.614523 -2.05 -0.45 -1.10 0.10
H 5.258816 2.789511 -0.010549 0.10 -0.06 2.52 0.11
H 4.055355 3.722956 2.937003 0.51 0.11 -2.25 0.08
H 4.996693 4.853570 1.713565 -1.20 -2.05 0.53 0.11
H 2.901736 3.195022 0.175737 -0.30 1.76 1.31 0.09
H 3.238337 5.054517 0.088080 -0.28 -1.93 1.64 0.11
H 1.996190 4.637471 2.885363 -0.43 -0.05 -2.29 0.10
H 1.255579 5.564436 1.381747 0.83 -2.16 0.79 0.10
H 0.611875 2.534476 2.458979 0.11 1.80 -1.73 0.09
H 0.804497 2.778516 0.599655 -0.40 1.04 2.01 0.08
H -1.448519 3.385559 0.524761 0.90 0.94 2.27 0.09
H -1.046151 5.059636 1.294162 0.32 -2.45 0.64 0.10
H -1.198354 2.841135 3.634575 -1.12 0.91 -1.77 0.09
H -2.132793 4.461884 3.383568 0.63 -2.15 -0.96 0.10
H -3.404551 2.740442 1.238927 0.48 0.31 2.22 0.09
H -4.100151 3.266039 2.909777 1.42 -1.25 -0.82 0.07
H -2.372478 0.878127 3.589127 0.40 -0.33 0.39 0.08
H -3.567059 0.482158 0.550111 1.23 -1.05 1.31 0.08
H -3.313470 -1.023141 1.732827 0.74 1.87 -0.79 0.11
H -0.392391 -1.314461 2.845783 0.55 1.18 -2.21 0.08
H 2.242600 -1.384277 1.715125 -2.23 1.35 -1.29 0.07
H 2.790677 -0.191474 -0.806891 -2.34 -0.06 1.37 0.07
H 1.602251 0.916985 -3.183592 -1.57 1.01 1.24 0.06
H -0.271428 1.120355 -3.264021 2.03 0.46 1.59 0.08
H 0.744920 2.541650 -2.497873 0.10 -2.66 -0.08 0.08
H -1.852698 1.198522 -1.063146 2.06 -1.35 1.43 0.09
H -4.333749 -0.551945 3.957357 -0.99 2.20 -0.86 0.11
H -5.597581 -0.826717 1.734440 -0.37 1.98 1.63 0.10
H -6.000688 2.445842 1.847227 -0.55 -2.55 -0.84 0.09
H -7.318606 1.302648 1.017286 2.11 0.09 0.81 0.05
H -5.552068 1.386642 0.354637 -1.19 -0.30 2.27 0.08
C -9.402551 -3.895179 -2.932231 -0.01 0.34 -0.30 -0.12
O -9.389898 -2.475394 -3.017301 -0.13 -0.49 0.39 -0.20
C -9.303554 -1.825528 -1.743342 0.37 0.67 -0.15 -0.20
C -7.912795 -1.202176 -1.535744 -0.30 -0.64 0.12 -0.20
N -6.887234 -2.230512 -1.345599 -0.08 0.07 -0.30 -0.05
C -5.511095 -1.729947 -1.443569 -0.03 -0.18 -0.22 -0.18
C -5.077845 -1.068358 -2.768692 0.42 -0.19 0.37 -0.21
O -4.986989 -1.970054 -3.872706 -0.34 0.33 0.05 -0.18
C -6.227191 -2.262581 -4.500097 0.42 -0.17 -0.04 -0.10
H -9.697774 -4.290857 -3.908057 0.01 0.15 0.08 0.09
H -8.407216 -4.281573 -2.703049 -0.01 -0.18 0.16 0.07
H -10.120401 -4.245467 -2.184595 0.07 -0.01 0.03 0.09
H -9.573971 -2.494846 -0.919126 0.16 -0.09 -0.13 0.12
H -10.042798 -1.015055 -1.761904 0.10 -0.09 0.02 0.12
H -7.938222 -0.550253 -0.652985 0.03 -0.10 -0.09 0.11
H -7.701108 -0.583443 -2.409992 -0.13 0.23 -0.09 0.10
H -7.007864 -2.957938 -2.048772 0.00 0.28 0.26 0.06
H -4.855426 -2.591806 -1.270449 0.01 0.19 -0.03 0.12
H -5.331852 -1.029725 -0.619330 -0.02 0.04 -0.12 0.09
H -4.061212 -0.686105 -2.618201 -0.09 -0.12 -0.01 0.12
H -5.685957 -0.195072 -3.027103 -0.18 -0.11 -0.06 0.11
H -6.913476 -1.410788 -4.490903 -0.01 -0.08 0.12 0.09
H -6.684551 -3.134034 -4.028333 -0.29 0.07 -0.03 0.07
H -6.028924 -2.531900 -5.540378 0.11 0.08 0.05 0.09
C 6.361396 -2.956336 -5.417410 -0.24 -0.31 0.14 -0.11
O 6.511772 -3.925100 -4.386844 0.45 0.38 -0.27 -0.20
C 7.742302 -3.805527 -3.662793 -0.27 -0.30 0.62 -0.20
C 7.498081 -3.252395 -2.248482 0.03 0.28 -0.66 -0.21
N 7.107960 -1.841047 -2.284663 -0.15 -0.19 -0.02 -0.06
C 6.571664 -1.334706 -1.015833 -0.27 -0.02 -0.22 -0.19
C 5.309595 -2.014675 -0.444711 0.01 0.46 0.11 -0.21
O 4.124052 -1.787681 -1.208334 0.70 -0.53 0.08 -0.23
C 3.983194 -2.628323 -2.344455 -0.33 0.29 0.04 -0.08
H 5.523665 -3.261824 -6.050529 0.11 -0.05 0.15 0.09
H 6.123496 -1.975717 -4.999908 0.11 0.16 -0.11 0.07
H 7.259299 -2.889748 -6.038946 0.00 0.05 0.05 0.09
H 8.485437 -3.211830 -4.206593 -0.19 0.12 0.01 0.12
H 8.142495 -4.822687 -3.568326 -0.03 0.12 0.01 0.12
H 8.416557 -3.357893 -1.656717 -0.09 0.04 -0.06 0.12
H 6.723800 -3.869405 -1.788333 0.02 -0.25 0.06 0.10
H 6.396435 -1.708484 -3.001818 0.27 -0.09 0.25 0.07
H 6.335606 -0.276434 -1.180182 -0.01 -0.12 0.12 0.11
H 7.366171 -1.364644 -0.261067 -0.06 -0.09 -0.01 0.12
H 5.117902 -1.562038 0.535431 -0.03 -0.07 -0.18 0.08
H 5.451752 -3.083465 -0.253182 0.00 -0.06 -0.21 0.11
H 4.395000 -3.628371 -2.180312 0.09 0.10 -0.02 0.09
H 4.444945 -2.156796 -3.213718 0.10 -0.22 -0.15 0.07
H 2.917804 -2.728338 -2.565742 0.03 0.06 0.17 0.09
```
Forces are in eV/Å.